This record from the Open Molecules 2025 dataset describes a gas-phase ion, C19H39FNO3 (charge +1) at a distorted geometry. The level of theory is ωB97M-V with the def2-TZVPD basis set.

Values from the calculation:
- LUMO (eV) = -3.0738
- net charge = +1
- Kohn-Sham gap (eV) = 7.6

Each atom is followed by the atoms it is bonded to, with distances in Å.
Cartesian coordinates (Å):
1 C 10.25255 -2.12531 1.60192  O2 1.414, H25 1.085, H26 1.091, H27 1.090
2 O 10.50231 -1.45065 0.38485  C1 1.414, C3 1.411
3 C 9.41439 -1.47716 -0.51263  O2 1.411, C4 1.525, H28 1.097, H29 1.087
4 C 8.19796 -0.70921 -0.00691  C3 1.525, C5 1.534, H30 1.090, H31 1.089
5 C 7.21978 -0.40153 -1.14840  C4 1.534, C6 1.526, H32 1.090, H33 1.089
6 C 5.75782 -0.53275 -0.73283  C5 1.526, C7 1.545, H34 1.090, H35 1.090
7 C 5.27508 0.64409 0.14432  C6 1.545, C8 1.539, H36 1.088, H37 1.089
8 C 4.06796 1.39905 -0.43898  C7 1.539, C9 1.525, H38 1.089, H39 1.089
9 C 2.76059 0.90830 0.17493  C8 1.525, C10 1.534, H40 1.093, H41 1.089
10 C 1.53831 1.70816 -0.29267  C9 1.534, C11 1.541, H42 1.086, H43 1.089
11 C 0.22427 0.93087 -0.08017  C10 1.541, C12 1.535, H44 1.090, H45 1.090
12 C -0.78038 1.72192 0.76874  C11 1.535, C13 1.540, H46 1.086, H47 1.089
13 C -2.04287 0.88699 1.05394  C12 1.540, C14 1.530, H48 1.086, H49 1.091
14 C -3.19497 1.28143 0.12695  C13 1.530, N15 1.482, H50 1.085, H51 1.088
15 N -4.51373 0.90775 0.69096  C14 1.482, F16 1.371, C17 1.509, H52 1.024
16 F -4.64963 -0.45497 0.63143  N15 1.371
17 C -5.71469 1.58574 0.07911  N15 1.509, C18 1.531, H53 1.085, H54 1.083
18 C -6.20409 0.89837 -1.19777  C17 1.531, C19 1.534, H55 1.087, H56 1.087
19 C -7.61883 0.30864 -1.12559  C18 1.534, C20 1.516, H57 1.088, H58 1.086
20 C -7.95785 -0.44496 0.14584  C19 1.516, O21 1.438, H59 1.087, H60 1.088
21 O -9.32380 -0.88719 0.07090  C20 1.438, C22 1.364
22 C -9.46839 -2.18327 -0.33050  O21 1.364, C23 1.500, O24 1.235
23 C -10.62653 -2.91294 0.28297  C22 1.500, H61 1.086, H62 1.084, H63 1.085
24 O -8.71085 -2.70777 -1.15215  C22 1.235
25 H 11.13427 -2.69463 1.87858  C1 1.085
26 H 10.03455 -1.39743 2.38433  C1 1.091
27 H 9.40033 -2.80116 1.52480  C1 1.090
28 H 9.14379 -2.52386 -0.70132  C3 1.097
29 H 9.74515 -1.05767 -1.45918  C3 1.087
30 H 8.58461 0.20911 0.43386  C4 1.090
31 H 7.70790 -1.27302 0.78536  C4 1.089
32 H 7.39579 -1.07466 -1.98757  C5 1.090
33 H 7.41784 0.61810 -1.47545  C5 1.089
34 H 5.13457 -0.60457 -1.62449  C6 1.090
35 H 5.62456 -1.47793 -0.20602  C6 1.090
36 H 5.04297 0.30139 1.15073  C7 1.088
37 H 6.11550 1.32888 0.24801  C7 1.089
38 H 4.19592 2.47272 -0.31326  C8 1.089
39 H 4.01044 1.18647 -1.50556  C8 1.089
40 H 2.61735 -0.11986 -0.16716  C9 1.093
41 H 2.81886 0.89324 1.26230  C9 1.089
42 H 1.65997 1.93656 -1.34784  C10 1.086
43 H 1.50326 2.61874 0.30358  C10 1.089
44 H 0.44309 0.01644 0.47154  C11 1.090
45 H -0.21958 0.64115 -1.03233  C11 1.090
46 H -0.28677 1.94499 1.70973  C12 1.086
47 H -1.02949 2.64622 0.25020  C12 1.089
48 H -1.81140 -0.15446 0.84856  C13 1.086
49 H -2.35414 0.97438 2.09584  C13 1.091
50 H -3.16828 2.33679 -0.12263  C14 1.085
51 H -3.08975 0.73150 -0.80572  C14 1.088
52 H -4.51566 1.12427 1.69212  N15 1.024
53 H -5.36467 2.58441 -0.16127  C17 1.085
54 H -6.46673 1.69478 0.85121  C17 1.083
55 H -5.51359 0.13590 -1.54795  C18 1.087
56 H -6.21093 1.66084 -1.97183  C18 1.087
57 H -8.36682 1.08772 -1.25971  C19 1.088
58 H -7.74398 -0.38283 -1.95339  C19 1.086
59 H -7.92972 0.17923 1.03533  C20 1.087
60 H -7.32912 -1.32026 0.29714  C20 1.088
61 H -11.42270 -3.01903 -0.44768  C23 1.086
62 H -10.29820 -3.90668 0.56634  C23 1.084
63 H -11.01357 -2.40935 1.16254  C23 1.085